[1]
DFT (ωB97M-V/def2-TZVPD) results for a 3-piece molecular cluster, C6H18O3 overall at a distorted geometry.

Atoms and positions in Å:
C1 15.32 -10.99 12.12
C2 16.27 -9.84 11.82
O1 15.96 -8.68 12.55
H1 14.31 -10.74 11.81
H2 15.32 -11.25 13.18
H3 15.65 -11.86 11.53
H4 16.19 -9.60 10.75
H5 17.32 -10.16 11.91
H6 16.32 -8.73 13.43
C3 20.69 -12.62 4.13
C4 19.80 -13.22 5.23
O2 20.40 -13.14 6.51
H7 21.75 -12.61 4.39
H8 20.39 -11.59 3.92
H9 20.63 -13.23 3.22
H10 19.63 -14.27 4.98
H11 18.82 -12.72 5.22
H12 20.04 -12.39 7.02
C5 18.33 -12.78 9.34
C6 18.36 -11.27 9.13
O3 19.20 -10.98 7.96
H13 18.07 -13.27 8.40
H14 17.59 -12.98 10.11
H15 19.32 -13.14 9.61
H16 18.75 -10.67 9.95
H17 17.35 -10.94 8.84
H18 18.79 -10.24 7.50

As for the SMILES: CCO.CCO.CCO. The calculation puts the LUMO energy at 0.589 eV. The value obtained for the frontier orbital gap is 10.3 eV. The calculation puts the highest occupied orbital energy at -0.3561 hartree. For the total energy, the calculation gives -12655.391 eV. Its charge is 0.



[2]
DFT (ωB97M-V/def2-TZVPD) results for C12H25Cl3Si in the gas phase at a distorted geometry.

Atoms and positions in Å:
C1 1.33 -4.05 4.45
C2 0.65 -3.58 3.19
C3 1.51 -3.82 1.91
C4 0.81 -3.45 0.63
C5 0.43 -1.96 0.59
C6 -0.30 -1.51 -0.66
C7 -0.64 -0.02 -0.70
C8 -1.54 0.29 -1.91
C9 -2.03 1.72 -2.06
C10 -0.87 2.63 -2.34
C11 -1.14 4.13 -2.31
C12 0.13 4.89 -2.14
Si1 0.80 4.65 -0.37
Cl1 -0.85 4.17 0.89
Cl2 1.61 6.41 0.42
Cl3 2.26 3.11 -0.23
H1 1.65 -5.10 4.36
H2 0.58 -3.98 5.25
H3 2.26 -3.52 4.66
H4 0.46 -2.51 3.28
H5 -0.26 -4.18 3.04
H6 2.48 -3.31 1.99
H7 1.78 -4.89 1.88
H8 -0.10 -4.03 0.51
H9 1.49 -3.67 -0.22
H10 -0.16 -1.67 1.48
H11 1.35 -1.39 0.77
H12 0.21 -1.79 -1.59
H13 -1.25 -2.02 -0.70
H14 0.28 0.58 -0.77
H15 -1.14 0.26 0.23
H16 -2.41 -0.41 -1.93
H17 -0.96 0.05 -2.79
H18 -2.74 1.76 -2.89
H19 -2.58 2.05 -1.15
H20 -0.51 2.39 -3.36
H21 -0.07 2.37 -1.62
H22 -1.74 4.42 -3.19
H23 -1.78 4.39 -1.46
H24 0.09 5.97 -2.25
H25 0.90 4.62 -2.89

As for the SMILES: CCCCCCCCCCCC[Si](Cl)(Cl)Cl. The calculation puts the LUMO energy at 0.507 eV. The value obtained for the frontier orbital gap is 11.2 eV. The calculation puts the highest occupied orbital energy at -0.3930 hartree. For the total energy, the calculation gives -58299.515 eV. Its charge is 0.



[3]
DFT (ωB97M-V/def2-TZVPD) results for C15H19N5O2PtS as an isolated structure at a distorted geometry.

Atoms and positions in Å:
N1 -1.53 -1.58 0.69
C1 -2.36 -2.17 1.19
C2 -3.36 -3.06 1.80
H1 -2.96 -4.08 1.82
H2 -4.27 -3.03 1.21
H3 -3.57 -2.74 2.83
N2 -0.81 2.10 -1.07
C3 -1.05 3.22 -1.21
C4 -1.43 4.52 -1.59
H4 -2.43 4.42 -2.01
H5 -0.68 4.85 -2.31
H6 -1.42 5.12 -0.67
N3 1.90 -1.01 -0.79
C5 2.98 -1.31 -1.12
C6 4.28 -1.81 -1.51
H7 5.06 -1.11 -1.18
H8 4.31 -1.91 -2.59
H9 4.44 -2.78 -1.04
Pt1 -0.19 0.37 -0.29
C7 1.47 1.27 0.52
O1 2.31 2.08 0.59
C8 -0.93 0.88 1.55
O2 -1.64 1.43 2.31
C9 -2.34 -1.21 -2.41
C10 -1.40 -2.24 -2.40
C11 -0.20 -2.03 -2.93
C12 0.13 -0.80 -3.48
C13 -0.76 0.19 -3.47
C14 -2.03 -0.02 -2.92
H10 -3.33 -1.42 -2.04
H11 -1.68 -3.20 -2.02
H12 0.52 -2.83 -2.97
H13 1.09 -0.68 -3.95
H14 -0.57 1.11 -3.98
H15 -2.78 0.74 -3.02
N4 2.66 1.09 3.61
C15 1.41 0.73 3.52
N5 0.56 0.74 4.52
S1 0.92 -0.11 2.06
H16 3.10 1.29 4.49
H17 3.32 1.09 2.84
H18 -0.41 0.46 4.46
H19 0.85 0.91 5.47

Its spin multiplicity is 5. The calculation puts the LUMO energy (spin up / spin down) at -13.232 / -17.079 eV. As for the expectation value of S²: 6.028. The value obtained for the frontier orbital gap (spin up / spin down) is 8.5 / 5.5 eV. The calculation puts the highest occupied orbital energy (spin up / spin down) at -0.7989 / -0.8291 hartree. For the total energy, the calculation gives -41439.725 eV. Its charge is +4.



[4]
DFT (ωB97M-V/def2-TZVPD) results for a 11-piece molecular cluster, C10H42O11 overall at a distorted geometry.

Atoms and positions in Å:
C1 -2.17 5.74 -6.24
C2 -3.48 4.96 -6.21
O1 -3.36 3.68 -6.83
H1 -2.44 6.73 -5.86
H2 -1.79 5.93 -7.25
H3 -1.43 5.25 -5.62
H4 -4.24 5.51 -6.77
H5 -3.79 4.86 -5.18
H6 -2.81 3.74 -7.62
C3 2.32 3.83 -2.65
C4 1.02 3.14 -3.03
O2 0.08 4.12 -3.47
H7 2.20 4.36 -1.70
H8 2.80 4.53 -3.33
H9 3.13 3.11 -2.47
H10 0.69 2.47 -2.23
H11 1.24 2.54 -3.93
H12 -0.26 4.58 -2.67
C5 -1.12 10.26 -5.02
C6 -0.08 11.31 -4.65
O3 -0.07 11.56 -3.25
H13 -0.93 9.87 -6.02
H14 -2.16 10.48 -4.79
H15 -0.91 9.34 -4.45
H16 -0.25 12.22 -5.24
H17 0.88 10.97 -5.04
H18 0.83 11.81 -3.02
C7 -5.27 7.89 -2.90
C8 -4.88 8.53 -4.23
O4 -4.09 7.58 -4.94
H19 -5.76 6.92 -3.01
H20 -5.90 8.55 -2.31
H21 -4.37 7.68 -2.32
H22 -4.28 9.44 -4.08
H23 -5.75 8.76 -4.86
H24 -3.31 7.50 -4.38
C9 1.18 8.40 -2.01
C10 1.69 9.27 -0.88
O5 0.69 9.39 0.15
H25 1.84 8.50 -2.87
H26 0.20 8.72 -2.37
H27 1.19 7.35 -1.70
H28 2.03 10.26 -1.19
H29 2.57 8.78 -0.44
H30 1.08 9.91 0.85
O6 0.04 8.47 -6.66
H31 0.13 7.85 -7.38
H32 -0.08 7.91 -5.86
O7 -0.87 5.33 -1.25
H33 -1.34 5.86 -0.57
H34 -0.26 4.77 -0.75
O8 -1.85 7.20 -3.02
H35 -1.21 7.14 -3.74
H36 -1.46 6.69 -2.30
O9 -2.68 10.34 -1.91
H37 -2.32 9.44 -1.95
H38 -1.96 10.89 -2.23
O10 -1.50 7.63 0.21
H39 -1.72 7.54 1.14
H40 -0.65 8.13 0.20
O11 0.61 6.63 -4.72
H41 1.57 6.66 -4.77
H42 0.41 5.75 -4.33

As for the SMILES: CCO.CCO.CCO.CCO.CCO.O.O.O.O.O.O. The calculation puts the LUMO energy at 0.006 eV. The value obtained for the frontier orbital gap is 9.3 eV. The calculation puts the highest occupied orbital energy at -0.3423 hartree. For the total energy, the calculation gives -33572.745 eV. Its charge is 0.